1.
Computed, not measured: C8H24O4Si4 as an isolated structure in a non-equilibrium geometry, with the ωB97M-V functional and the def2-TZVPD basis.

Geometry as XYZ:
```
40
Properties=species:S:1:pos:R:3:forces:R:3:nbo_charge:R:1
O -0.59233 -1.64333 -0.86215 0.94 0.01 0.78 -1.279
O -1.50418 1.12559 -0.44708 0.00 -1.45 -0.21 -1.255
O 1.91436 -0.84203 -0.78543 -0.25 -0.48 0.29 -1.259
O 0.73764 0.83937 0.97508 -1.56 1.31 -0.87 -1.292
C -3.25494 -1.14095 -1.01271 -0.95 0.42 1.20 -1.184
C -1.20406 0.04183 -3.04444 0.04 0.51 0.86 -1.142
C 1.39249 -3.79996 -0.45251 -0.37 0.55 -1.88 -1.168
C 0.63167 -1.78882 1.66917 0.24 -0.04 0.56 -1.188
C -0.94195 3.19745 1.36859 -0.70 0.97 -0.30 -1.195
C -1.85490 0.50362 2.36445 1.96 -1.35 0.30 -1.175
C 1.77724 1.98097 -1.49905 -1.98 -0.65 0.25 -1.182
C 3.47768 1.07175 0.85592 -1.72 -0.08 -1.59 -1.130
Si -1.59370 -0.37894 -1.20365 0.02 -0.21 -2.64 2.144
Si 0.89829 -2.03860 -0.18422 -0.79 1.79 0.89 2.139
Si -0.88136 1.39588 1.04103 1.68 -0.15 0.82 2.158
Si 1.94265 0.70393 -0.18755 0.60 -0.40 1.70 2.145
H -4.04407 -0.42337 -1.30924 0.21 -0.14 0.70 0.241
H -3.35941 -1.52274 0.04546 -0.26 0.67 -0.93 0.241
H -3.47182 -1.99018 -1.63459 0.50 -0.53 -0.46 0.252
H -0.92342 -0.81584 -3.64827 0.18 -0.33 0.23 0.236
H -0.30586 0.72328 -2.98002 -1.16 -0.43 -0.59 0.230
H -2.08700 0.46007 -3.57894 0.76 0.33 0.49 0.236
H 1.47345 -3.91498 -1.55364 0.07 -0.11 0.39 0.247
H 0.52166 -4.41985 -0.18113 0.72 -0.04 0.39 0.257
H 2.38235 -4.03502 -0.05150 -0.50 -0.23 0.34 0.258
H 1.23931 -2.49040 2.25534 0.01 0.11 -0.06 0.231
H -0.40478 -2.08918 1.84474 -0.03 -0.15 0.06 0.228
H 0.73531 -0.75380 2.08786 0.11 -1.46 -0.49 0.276
H -0.46980 3.74150 2.18974 -0.17 -0.78 0.46 0.258
H -0.52185 3.74171 0.53400 -0.07 0.04 -0.73 0.246
H -2.03770 3.41158 1.37127 0.66 0.16 0.08 0.242
H -1.34484 0.67337 3.34860 -0.31 -0.24 -0.74 0.248
H -2.87689 0.74701 2.50765 -0.98 0.48 -0.21 0.249
H -1.78363 -0.59360 2.13674 -0.20 0.88 0.41 0.240
H 2.04429 2.91672 -1.04847 0.03 0.69 0.16 0.243
H 2.41016 1.79873 -2.34513 0.10 -0.11 -0.60 0.253
H 0.66381 1.97626 -1.74462 1.51 0.34 -0.10 0.249
H 4.09647 1.65517 0.23288 1.20 0.66 -0.62 0.225
H 3.12225 1.68877 1.62802 -0.47 1.01 1.14 0.237
H 3.99743 0.28700 1.29780 0.92 -1.55 0.53 0.238
```
Forces are in eV/Å.

## Properties
total energy	-48398.596	eV
charge	0
lowest unoccupied orbital energy	0.719	eV

=====

2.
Computed, not measured: C8H25AgN6O6 as an isolated structure in a non-equilibrium geometry, with the ωB97M-V functional and the def2-TZVPD basis.

Geometry as XYZ:
```
46
Properties=species:S:1:pos:R:3:forces:R:3:lowdin_spin:R:1
Ag 10.83701 2.79902 -26.65189 -0.51 -1.54 -0.90 0.242
C 9.19020 -1.18244 -27.61132 -0.97 -0.42 -0.29 0.007
C 8.79551 0.24723 -27.24921 1.07 1.07 0.41 0.051
C 8.68364 0.36686 -25.72776 -0.54 -0.95 0.63 0.038
O 9.63301 1.24013 -27.78709 0.31 -0.10 0.21 0.608
H 8.31788 -1.77403 -27.33351 0.01 -0.32 0.17 0.001
H 10.03930 -1.60760 -27.07619 0.09 0.44 0.23 0.000
H 9.32060 -1.42464 -28.66604 0.11 0.60 -0.14 0.000
H 7.79591 0.56871 -27.54173 -0.37 -0.64 -0.64 0.013
H 8.29367 1.31671 -25.36195 0.45 0.05 -0.17 0.000
H 9.53856 0.00167 -25.15867 0.47 0.53 -0.30 0.000
H 7.95403 -0.39327 -25.44852 -0.43 0.02 -0.03 0.002
C 12.40275 4.04072 -24.38482 -2.34 -0.69 0.69 0.000
C 11.32844 3.09260 -23.61485 2.72 0.82 -0.60 0.001
O 10.99109 2.03536 -24.48906 -0.63 -0.09 0.53 0.006
O 11.74414 4.58525 -25.55996 0.87 0.00 1.07 0.009
H 13.22338 3.41433 -24.73454 0.07 0.19 0.13 0.000
H 12.69260 4.79271 -23.65093 0.26 0.17 -0.33 0.000
H 10.51219 3.69448 -23.21540 -0.35 -0.26 -0.54 0.000
H 11.87053 2.65990 -22.77401 0.06 0.19 0.25 0.000
H 11.18713 1.17595 -24.10883 0.03 0.10 0.12 0.000
H 11.80519 5.53722 -25.66780 0.27 -0.11 0.49 0.001
C 13.33548 0.62017 -26.32333 -2.37 -0.21 -3.00 0.001
O 12.87164 1.65630 -26.80713 0.74 0.67 0.86 0.006
N 12.99108 -0.54401 -26.85317 -1.01 -2.65 -1.56 0.000
N 14.10525 0.47381 -25.30241 2.67 1.93 3.39 0.001
H 12.28400 -0.54771 -27.57437 0.27 0.19 -0.03 0.000
H 13.62149 -1.33308 -26.84618 -0.23 0.12 0.12 0.000
H 14.43951 1.36651 -24.96855 0.43 -0.41 0.43 0.000
H 14.47147 -0.38602 -24.91944 -0.25 0.26 -0.29 0.000
C 10.01027 5.45115 -28.44290 2.80 -4.88 1.69 0.001
O 10.57605 4.38457 -28.12666 0.30 1.10 -0.24 0.005
N 9.16127 5.40461 -29.35527 -5.82 -0.41 -5.67 0.000
N 10.22723 6.59007 -27.92273 1.59 3.54 2.52 0.000
H 8.52447 6.16185 -29.55815 0.17 -0.08 -0.03 0.000
H 8.86976 4.49528 -29.68427 0.33 0.20 -0.22 0.000
H 9.97869 7.40014 -28.47237 0.53 0.25 0.62 0.000
H 11.02954 6.50199 -27.31557 -0.05 1.20 -0.13 0.000
C 7.85385 4.01145 -25.77710 4.59 -1.73 0.44 0.001
O 9.02689 3.72743 -25.52861 0.25 0.02 1.65 0.008
N 7.50899 4.11433 -26.99532 -2.65 1.37 -5.75 0.000
N 6.90783 4.07748 -24.91474 -2.33 0.61 2.78 0.000
H 8.09578 3.89521 -27.78763 0.21 0.11 0.68 0.000
H 6.61173 4.53562 -27.18909 0.12 -0.31 -0.46 0.000
H 7.14402 3.68106 -24.01631 -0.77 0.45 0.09 0.000
H 6.00220 4.30489 -25.29973 -0.18 -0.43 1.15 0.000
```
Forces are in eV/Å.

## Properties
total energy	-33919.235	eV
charge	+1
⟨S²⟩	0.76
spin multiplicity	2
lowest unoccupied orbital energy (spin up / spin down)	-2.020 / -3.774	eV

=====

3.
Computed, not measured: C8H25ClDyIOP2 as an isolated structure in a non-equilibrium geometry, with the ωB97M-V functional and the def2-TZVPD basis.

Geometry as XYZ:
```
39
Properties=species:S:1:pos:R:3:forces:R:3:lowdin_spin:R:1
C 0.33821 -0.28018 1.79329 1.96 -1.38 0.46 -0.028
I -1.16863 1.30238 1.33461 2.16 2.58 -4.04 -0.533
H 0.04153 -1.31392 1.51208 -0.26 1.09 -0.72 0.000
H 0.11682 -0.36992 2.84083 1.94 0.93 0.08 -0.002
H 1.44206 -0.33047 1.55670 -1.09 1.42 0.10 0.001
Dy -0.38542 -1.90355 -2.42154 0.27 0.50 0.29 5.832
P -2.03002 -1.26021 1.07815 -2.35 -3.43 1.60 0.020
C -1.95779 -0.41702 2.81698 -1.52 -0.46 1.07 -0.214
C -3.79200 -1.13989 0.74145 -0.38 -0.52 0.18 0.000
H -4.37466 -1.54565 1.57327 -0.03 0.15 -0.19 0.000
H -3.08215 -3.14077 2.41870 0.20 0.20 0.08 -0.001
H -4.02683 -1.71562 -0.16058 0.04 0.10 0.09 0.001
H -1.87762 -3.65509 1.21933 0.08 -0.37 0.43 0.000
H -1.83597 0.73393 2.84715 -1.22 -1.58 2.37 -0.054
H -4.05326 -0.12020 0.58254 -0.50 0.87 -0.32 -0.001
C -2.10016 -2.91929 1.99638 0.93 0.43 -0.90 -0.005
H -2.89601 -0.51441 3.38334 0.17 -0.28 -0.24 -0.013
H -1.30283 -2.88326 2.77239 -0.56 -0.49 -0.52 -0.001
H -1.03877 -0.67999 3.34957 -1.82 -0.60 0.56 -0.010
P 1.66653 0.41643 -2.52614 0.63 -1.07 1.26 0.043
C 2.51106 1.82004 -1.72657 -0.46 0.67 -0.03 0.004
C 3.06853 -0.66421 -3.14035 -0.94 0.33 1.20 0.006
H 0.19571 0.35604 -4.47368 0.12 0.50 0.16 0.008
H 1.66558 1.34488 -4.66023 -0.30 0.17 -0.26 0.000
H 0.35419 1.99207 -3.63304 -0.17 -0.37 -0.44 0.000
C 0.86582 1.07522 -3.96541 0.01 0.50 -0.79 0.010
H 2.61419 -1.68988 -3.24357 1.09 0.71 0.01 0.007
H 3.41874 -0.28493 -4.10502 0.30 -0.26 0.27 0.000
H 2.97471 2.50363 -2.52777 -0.49 -0.97 1.44 0.001
H 3.25329 1.32991 -1.04134 -0.38 0.84 -0.68 0.000
H 3.81584 -0.56335 -2.28121 -0.72 -0.68 -1.52 0.000
H 1.74222 2.34488 -1.04438 1.59 -0.51 -1.64 0.000
Cl -1.49369 -3.82948 -3.35325 -0.23 -0.34 -0.12 0.046
C 1.22448 3.04587 1.94535 3.03 -2.01 2.55 -0.004
O 1.41407 2.23589 0.77464 -2.01 -0.54 -1.10 -0.103
H 1.99689 2.42638 2.57006 -0.36 2.69 -0.14 -0.001
H 0.40708 2.79261 2.60927 -0.80 0.57 -0.60 -0.001
H 1.33993 4.16806 1.82040 0.18 -1.78 -0.19 0.000
H 0.94833 1.33307 0.76759 1.89 2.40 0.23 -0.010
```
Forces are in eV/Å.

## Properties
total energy	-74009.002	eV
charge	+2
⟨S²⟩	9.78
spin multiplicity	6
lowest unoccupied orbital energy (spin up / spin down)	-9.242 / -8.007	eV